Entry 1:
{
  "formula": "C34H52N3SiTeTi",
  "method": "wB97M-V/def2-TZVPD",
  "species": ["C", "H", "H", "H", "H", "C", "Ti", "H", "C", "H", "C", "C", "H", "C", "H", "H", "H", "C", "C", "H", "H", "N", "C", "H", "C", "C", "H", "H", "H", "H", "H", "C", "H", "H", "H", "C", "H", "C", "H", "H", "H", "H", "H", "H", "H", "C", "C", "Te", "C", "C", "H", "C", "H", "H", "H", "C", "H", "H", "C", "H", "C", "C", "H", "C", "C", "H", "Si", "H", "N", "C", "H", "H", "C", "H", "H", "C", "H", "C", "H", "H", "H", "C", "C", "H", "C", "H", "N", "H", "C", "C", "H", "H"],
  "xyz": [[-2.567, -2.641, 0.056], [-1.485, 2.895, 2.622], [-0.156, -4.603, -3.248], [-0.535, -5.001, -1.313], [-1.112, -1.420, 7.525], [2.689, 2.434, -1.121], [0.455, 0.701, -0.617], [3.028, -3.087, -3.540], [0.697, -0.501, 3.907], [-3.294, 0.348, 0.672], [-1.788, -1.308, 6.675], [-2.315, 0.530, -1.693], [-2.054, -2.580, 1.019], [3.938, 2.967, -0.866], [0.367, -0.961, -3.902], [-2.635, -2.018, -2.755], [2.798, -0.800, 4.174], [3.478, 0.161, -0.701], [0.152, 0.682, 3.390], [1.202, -2.161, -4.896], [1.121, -3.760, 0.322], [-1.670, 1.102, -0.471], [0.039, -1.129, 4.961], [2.318, -0.740, 2.486], [-3.281, 4.475, -0.593], [-1.425, 2.686, 3.692], [-2.408, 2.856, 4.131], [-2.668, -0.763, 7.014], [-2.103, -2.309, 6.376], [-1.832, 0.959, -2.570], [-3.821, 2.625, 0.358], [-0.893, 3.205, -1.277], [-1.032, -4.624, 0.327], [1.971, -2.176, 3.456], [3.605, 0.525, 0.315], [-1.314, -4.536, -0.724], [2.905, -1.603, -2.640], [-1.563, 0.625, 5.070], [1.411, -4.499, -4.027], [2.035, -2.264, 0.414], [4.433, 0.179, -1.229], [-3.338, -3.411, 0.161], [0.484, -2.396, 1.232], [-4.190, 4.982, -0.300], [-3.371, 0.806, -1.703], [1.026, -2.670, 0.323], [-1.104, -0.597, 5.541], [1.043, 1.719, 1.765], [-2.218, 0.502, 0.765], [1.664, 4.565, -0.840], [2.922, -3.136, -1.784], [-3.065, 3.159, -0.204], [3.564, 1.148, -3.207], [-0.745, 3.435, 4.104], [1.319, -4.895, -2.319], [2.914, 5.102, -0.568], [-2.420, 1.088, 5.548], [0.803, 5.205, -0.762], [1.023, -2.775, -2.810], [1.830, 1.515, -3.339], [2.547, -2.622, -2.674], [4.056, 4.321, -0.595], [-1.977, -3.578, -3.197], [0.508, -2.032, -4.058], [1.532, 3.213, -1.163], [-3.094, -1.710, -0.126], [0.088, -2.111, -1.224], [-1.744, -0.458, 0.947], [0.326, 2.501, -1.417], [2.013, -1.087, 3.469], [-3.423, -3.494, -2.211], [-2.552, 6.110, -1.768], [-2.447, -3.029, -2.385], [0.450, -2.054, 5.353], [2.985, 6.154, -0.322], [-1.168, 4.481, -1.757], [3.124, -0.863, -0.670], [-1.627, -3.065, -1.083], [-2.006, 1.157, 1.600], [-0.463, 4.983, -2.403], [-0.457, -2.429, -4.378], [0.869, -4.279, -3.100], [2.564, 0.859, -2.880], [5.025, 4.752, -0.386], [-0.941, 1.295, 4.021], [-2.201, -0.542, -1.708], [2.481, 1.014, -1.396], [4.816, 2.335, -0.851], [-2.355, 5.110, -1.405], [-1.892, 2.535, -0.579], [-2.225, -5.127, -0.861], [2.363, -0.160, -3.171]],
  "lowdin_charge": [-0.113, 0.023, 0.061, 0.045, 0.088, -0.294, 0.754, 0.096, -0.311, 0.109, -0.041, -0.043, 0.079, -0.014, 0.051, 0.064, 0.096, -0.071, -0.481, 0.093, 0.044, -0.295, -0.013, 0.005, -0.058, -0.094, 0.083, 0.077, 0.086, 0.109, 0.123, -0.235, 0.082, 0.083, 0.071, -0.102, 0.023, -0.009, 0.093, 0.007, 0.107, 0.094, 0.025, 0.112, 0.118, -0.218, -0.256, 1.220, -0.069, -0.013, 0.086, -0.010, 0.116, 0.091, 0.087, -0.054, 0.119, 0.101, -0.623, 0.101, -0.111, -0.058, 0.063, -0.104, -0.283, 0.050, 0.748, 0.065, -0.056, -0.082, 0.093, 0.115, -0.091, 0.128, 0.116, -0.020, 0.052, -0.615, 0.053, 0.123, 0.072, -0.106, -0.022, 0.113, -0.333, 0.015, -0.292, 0.119, -0.055, -0.240, 0.096, 0.044],
  "e_above_lowest_kcal_mol": 17.3,
  "charge": 1,
  "fmax_ev_per_a": 0.500,
  "homo_ev": [-10.3580, -10.3580],
  "gap_ev": [6.6889, 6.6918]
}

Entry 2:
{
  "formula": "C34H53BCrN10O2S3",
  "method": "wB97M-V/def2-TZVPD",
  "species": ["S", "S", "H", "O", "H", "C", "N", "H", "H", "C", "H", "H", "H", "N", "C", "C", "H", "Cr", "H", "H", "C", "C", "H", "O", "C", "H", "C", "H", "H", "H", "C", "B", "N", "H", "C", "H", "H", "H", "N", "H", "H", "H", "H", "C", "S", "H", "H", "C", "H", "N", "H", "C", "H", "H", "H", "H", "C", "H", "H", "H", "H", "C", "C", "C", "C", "H", "N", "H", "H", "C", "H", "C", "H", "C", "N", "H", "C", "H", "C", "N", "C", "C", "H", "H", "C", "H", "H", "C", "H", "C", "C", "H", "C", "H", "H", "C", "H", "N", "H", "C", "H", "C", "N", "C"],
  "xyz": [[-0.282, -2.433, -2.413], [2.807, 0.616, -0.941], [-5.266, -1.696, 2.603], [3.060, -2.402, -2.471], [4.521, 1.125, -5.781], [4.956, -0.792, -4.958], [0.043, -0.117, 1.682], [-2.951, -2.399, -4.043], [-5.915, 0.800, -0.161], [0.615, 0.065, 2.849], [-1.423, 1.543, 3.113], [-6.574, 0.206, 1.358], [4.711, 0.275, 1.148], [4.588, -1.785, -4.091], [-3.559, -0.638, -0.091], [-0.300, 3.601, -4.310], [3.341, -3.819, 0.302], [1.398, -0.895, -2.126], [-4.943, -2.554, 1.100], [-2.068, 4.860, 2.332], [0.546, 4.601, 1.527], [2.322, -4.053, -0.016], [1.147, -1.088, 5.342], [2.231, 1.454, -4.457], [1.784, -5.283, 0.749], [0.538, -3.070, -0.013], [-4.548, -0.403, 1.024], [2.205, -7.312, 1.020], [-0.715, 5.221, -2.112], [4.323, 1.955, 1.453], [-3.203, -2.911, -3.113], [-0.020, 0.129, -0.771], [-0.218, 1.612, -1.140], [1.571, -2.554, 1.152], [-0.550, 3.777, -0.516], [4.723, -3.851, -4.017], [-4.706, 0.685, 2.869], [-4.958, -1.723, -1.340], [0.719, 0.087, 0.570], [-0.037, 6.559, -0.306], [0.667, 3.586, 1.894], [-6.428, -0.888, -0.003], [-3.053, 0.542, 2.258], [1.980, 0.425, 2.942], [0.072, 0.590, -3.487], [-2.574, -3.800, -3.060], [1.753, -5.073, 1.821], [3.455, -1.614, -3.366], [4.567, 0.865, 2.820], [2.617, -6.501, 0.536], [-1.880, 1.211, 4.791], [-4.088, 0.695, 1.977], [-1.010, 6.784, 1.137], [5.794, -2.993, -2.891], [2.684, -6.724, -0.468], [-1.676, -1.196, 2.889], [-5.949, -0.057, 0.507], [-0.396, 2.099, 4.438], [6.178, -3.029, -4.623], [-0.392, 4.672, -4.465], [5.871, -0.962, -5.503], [-1.953, 4.262, 1.434], [2.029, 0.441, 0.567], [-0.198, 1.917, -2.449], [-0.899, 6.181, 0.239], [2.335, -4.252, -1.089], [1.514, -2.860, 0.184], [0.463, 5.276, 2.373], [-1.083, 3.091, -4.875], [-0.385, 3.256, -2.874], [2.446, 0.538, 3.907], [-0.713, 4.721, 0.652], [1.105, 0.667, 5.592], [2.716, 0.611, 1.798], [-2.341, -0.162, -0.006], [-4.186, 1.668, 1.506], [-0.276, -0.042, 4.061], [-1.796, 6.318, -0.360], [-4.590, -1.761, 1.756], [2.686, -0.545, -3.557], [-1.255, -1.209, 3.890], [-2.938, -2.005, -1.969], [0.659, 3.260, -4.709], [0.767, -5.500, 0.411], [4.224, 0.328, -5.123], [-2.847, 4.387, 0.828], [-4.247, -3.204, -3.154], [0.503, -0.210, 5.367], [-0.203, -0.334, 6.185], [2.985, 0.491, -4.395], [-1.044, 1.293, 4.101], [1.429, 4.879, 0.956], [-1.602, -1.606, -1.689], [-1.864, 3.218, 1.715], [-3.603, -2.034, 2.124], [4.163, 0.939, 1.816], [-2.060, -1.125, 4.616], [-1.380, -0.609, -0.807], [-0.750, -2.160, 4.055], [5.373, -2.985, -3.896], [3.573, -6.365, 0.896], [-3.922, -1.484, -1.170], [-0.368, 2.510, -0.197], [-0.575, 4.182, -1.867]],
  "lowdin_charge": [0.805, 0.908, 0.103, -0.034, 0.133, 0.013, 0.188, 0.106, 0.098, -0.187, 0.049, 0.101, 0.083, -0.026, -0.179, -0.014, 0.134, 0.314, 0.090, 0.101, -0.023, -0.252, 0.094, -0.001, -0.136, 0.041, -0.536, 0.188, 0.133, 0.105, -0.040, -0.643, 0.005, 0.088, -0.152, 0.105, 0.102, 0.137, -0.010, 0.095, 0.065, 0.083, 0.040, 0.107, 1.086, 0.076, 0.140, -0.517, 0.097, 0.198, 0.102, -0.034, 0.101, 0.107, 0.185, 0.041, -0.026, 0.095, 0.107, 0.104, 0.149, -0.023, -0.552, -0.468, -0.040, 0.105, 0.015, 0.099, 0.108, -0.186, 0.130, -0.537, 0.086, -0.227, 0.199, 0.089, -0.533, 0.095, -0.013, -0.024, -0.037, -0.224, 0.085, 0.140, 0.068, 0.095, 0.100, -0.039, 0.103, -0.474, -0.018, 0.094, -0.556, 0.052, 0.073, -0.036, 0.100, 0.012, 0.089, 0.019, 0.186, 0.105, 0.217, 0.130],
  "e_above_lowest_kcal_mol": 45.5,
  "charge": 3,
  "fmax_ev_per_a": 1.459,
  "homo_ev": [-15.8335, -15.7270],
  "multiplicity": 4,
  "gap_ev": [6.8996, 5.8967]
}